# 1
C10H14BrN3O3PtSe4 | ωB97M-V with the def2-TZVPD basis set

XYZ file:
```
36
Properties=species:S:1:pos:R:3:forces:R:3:nbo_charge:R:1
Pt 0.064 -0.139 0.007 0.6 -0.1 -0.2 0.849
Se 2.550 0.103 -0.216 -0.2 0.1 0.2 -0.525
Se 3.731 -0.355 1.800 -0.1 0.0 0.0 -0.284
Se 2.230 -0.794 3.706 0.0 -0.1 -0.1 -0.211
Se 0.025 -0.664 3.039 0.0 0.0 0.4 -0.621
Br -2.161 -0.847 -4.702 0.0 0.0 0.0 -0.023
C -2.084 0.889 -3.900 0.0 -0.1 0.0 -0.154
C -2.651 1.948 -4.579 0.0 0.0 0.0 -0.017
N -2.636 3.185 -4.089 0.0 0.0 0.0 -0.456
C -2.045 3.360 -2.904 0.0 0.0 0.0 0.049
C -1.451 2.348 -2.154 0.0 -0.1 0.0 -0.186
C -1.479 1.057 -2.670 0.2 0.2 0.0 -0.087
C -0.812 2.736 -0.813 0.0 0.0 0.1 0.777
O -0.874 3.937 -0.533 0.0 0.0 0.0 -0.708
O -0.249 1.874 -0.067 -0.1 0.1 -0.1 -0.693
H -3.128 1.796 -5.542 0.0 0.0 0.0 0.176
H -2.027 4.364 -2.501 0.0 0.0 0.0 0.214
H -1.060 0.244 -2.086 -0.1 -0.1 -0.1 0.275
N -0.012 -4.975 0.469 0.4 -0.7 0.1 -0.551
C -1.066 -4.170 -0.375 -0.2 0.9 0.0 -0.247
C -1.067 -2.764 0.051 0.5 -2.9 0.3 -0.452
N 0.278 -2.209 -0.033 0.3 0.9 -0.2 -0.603
C 1.273 -2.896 0.785 0.0 0.1 0.0 -0.311
C 1.362 -4.357 0.384 -0.3 0.0 0.1 -0.228
H 0.024 -5.962 0.202 0.1 0.0 0.1 0.379
H -0.316 -4.917 1.442 -0.1 0.1 0.0 0.417
H -2.023 -4.664 -0.198 0.1 -0.1 0.0 0.198
H -0.757 -4.312 -1.416 0.2 -0.1 0.1 0.183
H -1.400 -2.667 1.089 -0.1 0.1 -0.1 0.205
H -1.743 -1.717 -0.490 -0.7 2.3 0.0 0.411
H 0.636 -2.085 -0.985 -0.2 -0.5 -0.1 0.410
H 0.984 -2.783 1.835 0.0 0.0 0.0 0.258
H 2.242 -2.410 0.663 0.0 -0.1 0.0 0.278
H 2.007 -4.921 1.057 0.1 0.1 -0.1 0.206
H 1.699 -4.486 -0.647 0.0 0.0 0.0 0.194
O -1.828 -0.593 -0.419 -0.5 -0.1 -0.3 -1.122
```
Forces are in eV/Å.

As for the lowest unoccupied orbital energy: 3.64 eV. The total charge is -2. The spin multiplicity is 1. As for the HOMO energy: -0.00421 Eh.


# 2
C2H7N3 | ωB97M-V with the def2-TZVPD basis set

XYZ file:
```
12
Properties=species:S:1:pos:R:3:forces:R:3:nbo_charge:R:1
C -1.733 0.459 1.112 -0.2 0.0 0.2 -0.651
N 0.966 -0.184 -1.268 3.1 -0.1 0.6 -0.297
N 2.435 -0.366 -0.554 -2.0 -0.6 -2.2 -0.660
C -0.899 -0.210 0.078 0.6 0.0 -0.6 0.046
N 0.221 0.280 -0.281 -1.5 1.2 1.9 -0.274
H 0.601 -1.043 -1.705 0.8 -0.3 0.7 0.323
H 2.503 0.354 0.166 -0.8 0.1 -0.3 0.360
H 3.037 -0.033 -1.306 0.0 -0.1 0.1 0.344
H -1.274 -1.132 -0.367 -0.1 -0.1 -0.2 0.141
H -1.910 -0.218 1.958 0.0 0.1 -0.1 0.218
H -2.710 0.734 0.696 0.1 0.0 0.1 0.219
H -1.238 1.360 1.470 0.0 0.0 0.0 0.231
```
Forces are in eV/Å.

As for the lowest unoccupied orbital energy: 1.31 eV. The spin multiplicity is 1. As for the HOMO energy: -0.30748 Eh.


# 3
C3H8N3O2 | ωB97M-V with the def2-TZVPD basis set

XYZ file:
```
16
Properties=species:S:1:pos:R:3:forces:R:3:nbo_charge:R:1
C 1.557 -2.144 0.403 -1.3 1.3 1.7 0.733
C -0.752 1.137 -0.496 1.1 -1.6 0.7 0.798
C -0.923 2.355 -1.321 -0.8 -1.3 -2.1 -0.745
N 0.740 -1.828 1.174 0.9 -1.0 -1.4 -0.470
N 2.517 -2.466 -0.398 0.9 0.0 0.0 -0.801
N -1.293 -0.082 1.481 2.9 1.5 -0.2 -0.519
O -0.005 0.213 -0.708 0.0 0.5 -0.8 -0.620
O -1.489 1.105 0.637 -1.0 -0.4 2.2 -0.355
H -0.102 -1.130 1.376 0.2 0.5 -0.4 0.454
H -0.472 3.176 -0.867 2.1 1.2 0.7 0.268
H -1.922 2.844 -1.258 0.0 -1.3 -0.8 0.274
H -0.469 2.013 -2.355 -1.3 1.4 2.0 0.273
H 3.495 -2.304 -0.101 -0.9 -0.2 -0.2 0.463
H 2.315 -2.384 -1.385 0.1 -0.2 -0.2 0.458
H -2.046 -0.671 1.341 -2.3 -1.0 -0.2 0.385
H -1.149 0.166 2.476 -0.7 0.6 -1.0 0.403
```
Forces are in eV/Å.

As for the lowest unoccupied orbital energy: -3.27 eV. The total charge is +1. The spin multiplicity is 1. As for the HOMO energy: -0.53192 Eh.


# 4
C37H58BN10OSTi | ωB97M-V with the def2-TZVPD basis set

XYZ file:
```
109
Properties=species:S:1:pos:R:3:forces:R:3:lowdin_spin:R:1
Ti 12.835 10.433 10.517 -0.6 -0.9 1.6 0.908
C 14.607 12.228 15.237 0.5 -0.8 -0.2 0.000
C 14.537 12.391 13.698 0.3 0.9 0.8 0.001
C 15.653 11.628 12.977 -0.2 0.4 -0.4 0.002
C 13.065 12.323 13.279 -1.1 0.1 -2.1 0.004
C 12.008 12.918 13.993 0.0 0.3 -0.8 0.000
C 11.013 13.276 13.044 1.6 -0.7 1.8 0.003
C 9.987 14.293 13.423 -0.8 0.2 -0.5 0.001
C 8.970 13.706 14.392 -0.5 0.2 0.6 0.000
C 9.267 15.025 12.264 0.4 0.4 0.0 0.000
N 11.352 12.750 11.871 0.7 -1.6 -0.6 0.002
N 12.610 12.085 11.985 -0.6 1.3 1.3 -0.002
B 10.384 12.413 10.659 0.3 -0.4 0.2 0.001
N 9.776 10.971 10.698 0.6 0.1 0.4 0.005
N 10.544 9.903 11.123 -1.6 -0.3 0.0 0.011
C 9.665 8.865 11.306 0.2 1.2 0.3 0.004
C 8.385 9.301 10.957 -1.0 0.8 -0.4 0.001
C 8.474 10.650 10.560 -0.1 -1.2 0.8 0.004
C 7.313 11.569 10.188 0.0 -0.1 -0.3 0.001
C 6.367 11.771 11.409 0.1 0.0 -0.2 0.000
C 6.497 10.971 8.996 0.3 -0.9 1.7 0.000
C 9.890 7.559 12.048 -0.2 -0.7 -0.6 0.000
C 9.054 7.512 13.352 0.3 0.9 -0.1 0.000
C 9.514 6.298 11.189 0.1 1.3 -0.6 0.000
N 11.146 12.551 9.329 1.5 -1.5 -0.6 0.006
N 12.240 11.663 8.981 -1.5 3.0 -1.8 0.009
C 12.668 12.118 7.742 -0.9 -1.9 2.0 0.006
C 11.859 13.129 7.316 -1.3 0.8 0.6 0.001
C 10.879 13.379 8.334 1.6 -0.6 -1.6 0.004
C 9.692 14.283 8.249 0.5 0.8 -0.2 0.001
C 8.859 13.855 7.021 0.4 0.3 0.4 0.000
C 10.202 15.757 8.085 -0.7 -1.1 -0.1 0.000
C 13.713 11.492 6.844 0.3 -0.2 -0.1 0.001
C 14.738 12.579 6.540 -0.1 1.0 -0.3 0.001
C 13.067 11.016 5.503 0.2 -0.5 1.3 0.002
H 15.606 12.486 15.641 -0.3 -0.3 -0.4 0.000
H 13.924 12.922 15.694 -0.4 0.2 0.4 0.000
H 14.350 11.191 15.526 0.1 0.5 0.0 0.000
H 14.811 13.472 13.577 -0.5 -0.6 -0.3 0.000
H 15.377 10.604 12.814 0.0 -0.6 -0.1 0.001
H 15.924 12.069 11.994 -0.3 -0.2 0.8 0.000
H 16.537 11.610 13.621 -0.1 0.1 -0.1 0.000
H 12.007 13.139 15.060 0.0 0.3 -0.5 0.000
H 10.558 15.050 13.976 -0.1 -0.1 -0.2 0.000
H 8.291 13.004 13.889 0.1 0.2 0.1 0.000
H 9.407 13.180 15.243 0.3 -0.1 -0.2 0.000
H 8.401 14.524 14.861 -0.2 -0.2 -0.4 0.000
H 8.444 14.446 11.829 0.2 0.0 0.2 0.000
H 8.837 15.968 12.644 0.2 -0.3 -0.1 0.000
H 9.983 15.270 11.453 -0.4 -0.1 0.4 0.000
H 9.464 13.162 10.678 0.2 -0.1 0.1 0.000
H 7.427 8.785 11.080 0.6 0.0 -0.2 0.000
H 7.718 12.529 9.852 -0.1 -0.1 0.2 0.000
H 5.960 10.782 11.682 0.1 0.4 0.1 0.000
H 6.888 12.196 12.275 0.1 -0.3 -0.2 0.000
H 5.520 12.459 11.218 0.4 -0.4 -0.3 0.000
H 6.006 10.053 9.407 0.1 0.7 -0.6 0.000
H 5.755 11.673 8.653 -0.3 0.2 -0.1 0.000
H 7.131 10.645 8.186 0.3 0.1 -0.3 0.000
H 10.931 7.449 12.317 0.4 0.3 0.0 0.000
H 7.996 7.583 13.121 -0.3 -0.4 -0.1 0.000
H 9.280 6.617 13.935 -0.1 0.0 -0.1 0.000
H 9.225 8.388 13.996 0.3 -0.2 -0.2 0.000
H 8.442 6.277 10.934 0.2 -0.1 0.4 0.000
H 10.033 6.280 10.216 0.1 0.2 0.4 0.000
H 9.815 5.419 11.731 -0.1 -0.5 0.3 0.000
H 11.969 13.536 6.334 -0.3 0.5 -0.2 0.000
H 9.146 14.141 9.187 -0.1 0.4 -0.4 0.000
H 9.518 13.943 6.158 -0.1 0.0 -0.2 0.000
H 8.601 12.806 7.123 -0.3 -0.1 -0.1 0.000
H 7.967 14.476 6.848 0.2 -0.2 0.2 0.000
H 10.749 15.831 7.144 -0.1 0.1 -0.1 0.000
H 9.345 16.433 8.076 0.2 0.1 0.0 0.000
H 10.902 16.013 8.865 0.1 0.2 0.4 0.000
H 14.238 10.617 7.283 -0.5 0.6 0.1 0.000
H 14.209 13.500 6.188 0.4 -0.6 0.3 0.000
H 15.371 12.859 7.390 -0.3 -0.2 0.0 0.000
H 15.373 12.287 5.714 0.3 -0.2 -0.2 0.000
H 12.501 11.824 5.066 0.0 0.2 -0.4 0.000
H 13.860 10.645 4.846 -0.2 0.2 -0.1 0.000
H 12.372 10.195 5.725 0.2 0.2 -0.2 0.001
C 13.600 6.251 11.774 0.6 -0.3 -0.4 0.010
C 13.438 7.536 11.039 0.2 1.8 1.2 0.081
N 13.194 8.722 11.634 0.5 -2.2 -2.1 0.172
N 13.061 8.739 12.944 0.1 0.6 2.6 0.048
C 14.114 8.502 13.715 -1.3 0.2 -2.1 0.015
N 13.781 8.678 15.016 1.8 -0.4 2.8 0.005
S 15.684 8.105 13.171 0.5 0.1 0.8 0.008
C 13.389 7.644 9.657 -1.4 -0.9 -1.0 0.151
C 13.561 6.554 8.813 0.3 -1.2 -1.7 0.013
C 13.053 6.540 7.512 1.4 -1.2 0.9 0.108
C 12.307 7.621 7.075 -0.8 1.1 -1.0 0.084
C 12.163 8.690 7.947 -0.2 -0.6 -0.3 0.042
N 12.719 8.758 9.167 -0.1 0.8 -0.4 0.155
H 14.657 6.148 12.096 -0.7 -0.1 -0.1 0.005
H 13.347 5.431 11.083 -0.1 0.1 0.5 0.001
H 12.973 6.236 12.677 0.1 0.0 -0.3 0.001
H 12.833 8.537 15.325 0.0 0.1 -0.4 0.001
H 14.514 8.374 15.679 -0.9 0.2 -0.7 0.000
H 14.124 5.684 9.163 -0.2 0.3 -0.1 0.000
H 13.258 5.696 6.833 -0.1 0.4 0.5 0.007
H 11.902 7.628 6.032 0.2 0.2 1.2 0.004
H 11.470 9.479 7.686 0.3 0.4 0.0 0.001
C 15.841 9.773 9.594 0.0 1.1 -1.1 -0.002
C 14.751 10.746 10.018 1.2 0.7 -0.3 0.026
O 14.949 11.981 10.028 0.2 -1.2 -0.4 0.084
H 16.536 10.347 8.943 -0.1 -0.4 0.2 -0.001
H 15.393 8.928 9.048 0.3 0.2 0.3 0.001
H 16.383 9.417 10.454 0.1 -0.3 0.5 0.000
```
Forces are in eV/Å.

As for the lowest unoccupied orbital energy (spin up / spin down): 2.31 / 2.31 eV. The total charge is -1. The spin multiplicity is 3. As for the HOMO energy (spin up / spin down): -0.08205 / -0.14568 Eh.


For each record above, in turn, the calculated ΔE to the lowest compared entry with this formula, charge and spin values are 42.8 68.9 61.9 3.8 kcal/mol.